Record 1
Formula: C23H27N2S3
Source: OMol25
Level of theory: ωB97M-V/def2-TZVPD

Summary:
energy relative to the best compared isomer or geometry (same formula, charge and spin) = 0.0 kcal/mol
2S+1 = 1
total charge = +1
max |F| = 1.16 eV/Å
DFT total energy = -59769.035 eV
orbital gap = 0.1900 hartree

XYZ file:
```
55
C23H27N2S3 (ωB97M-V/def2-TZVPD)
C 2.714 -3.879 -1.695
C 1.948 -3.975 -0.526
C 0.713 -3.336 -0.441
C 0.265 -2.508 -1.492
C -0.990 -1.770 -1.393
S -1.455 -0.842 -2.743
C -3.277 -0.917 -2.844
C -4.006 -1.995 -2.073
C -3.722 -2.006 -0.587
S -1.983 -1.934 -0.017
C 1.065 -2.385 -2.650
C 2.288 -3.045 -2.738
H 3.637 -4.450 -1.795
H 2.309 -4.557 0.324
H 0.092 -3.492 0.444
H -3.654 0.087 -2.598
H -3.396 -1.092 -3.925
H -5.080 -1.816 -2.208
H -3.788 -2.973 -2.506
H -4.192 -1.150 -0.074
H -4.094 -2.938 -0.135
H 0.723 -1.778 -3.493
H 2.908 -2.912 -3.627
C -2.462 1.818 -1.246
C -1.561 2.813 -0.533
C -1.598 4.183 -1.211
C -0.124 2.281 -0.368
C 0.680 3.255 0.475
C 1.893 2.682 1.173
N 1.590 1.340 1.681
C 2.285 0.719 2.731
C 1.725 -0.524 3.042
C 2.178 -1.250 4.137
C 3.260 -0.752 4.870
C 3.846 0.481 4.549
C 3.324 1.259 3.499
S 0.414 -0.928 1.984
C 0.593 0.587 1.111
N -0.173 0.901 0.133
H -2.196 1.745 -2.310
H -2.363 0.827 -0.781
H -3.508 2.150 -1.163
H -1.962 2.930 0.490
H -1.071 4.169 -2.176
H -2.640 4.470 -1.393
H -1.139 4.947 -0.573
H 0.325 2.244 -1.379
H 0.999 4.072 -0.180
H 0.016 3.697 1.233
H 2.750 2.659 0.484
H 2.170 3.312 2.018
H 1.665 -2.179 4.376
H 3.646 -1.337 5.699
H 4.706 0.833 5.123
H 3.708 2.262 3.295
```

Atomic partial charges in e from the Mulliken method, atoms 1 to 8: C -0.388; C -0.834; C -0.271; C 0.437; C 0.928; S -0.123; C -0.532; C -0.680

Record 2
Formula: C34H68Cl18O12
Source: OMol25
Level of theory: ωB97M-V/def2-TZVPD

Summary:
2S+1 = 1
total charge = 0
max |F| = 3.88 eV/Å
DFT total energy = -286336.703 eV
orbital gap = 0.3999 hartree

XYZ file:
```
132
C34H68Cl18O12 (ωB97M-V/def2-TZVPD)
Cl -13.651 -6.089 24.420
C -12.974 -6.790 25.921
C -14.086 -7.266 26.845
Cl -15.040 -5.964 27.506
H -12.464 -5.939 26.333
H -12.184 -7.526 25.641
H -13.752 -7.853 27.677
H -14.649 -7.973 26.249
Cl -12.444 -8.929 22.701
C -10.940 -7.976 22.622
C -10.110 -8.385 21.466
Cl -8.496 -7.689 21.577
H -10.443 -8.332 23.515
H -11.204 -6.910 22.716
H -10.597 -8.096 20.491
H -10.043 -9.488 21.487
Cl -5.390 -5.343 26.121
C -3.962 -4.592 25.296
C -2.867 -4.121 26.250
Cl -3.381 -2.804 27.368
H -4.453 -3.685 24.819
H -3.610 -5.360 24.575
H -1.997 -3.736 25.754
H -2.509 -4.968 26.794
Cl -2.721 -1.819 23.613
C -3.543 -0.458 24.512
C -4.851 -0.214 23.905
Cl -4.807 0.302 22.200
H -2.818 0.326 24.436
H -3.528 -0.914 25.486
H -5.369 0.601 24.430
H -5.506 -1.057 24.019
Cl -9.323 -3.833 17.651
C -8.662 -5.178 18.577
C -7.202 -4.996 18.786
Cl -6.223 -5.355 17.279
H -8.946 -6.058 18.047
H -9.166 -5.189 19.543
H -6.760 -5.609 19.594
H -7.050 -3.954 19.076
Cl -11.756 -3.363 27.375
C -13.173 -2.383 26.981
C -13.292 -2.142 25.501
Cl -12.003 -1.091 24.846
H -13.108 -1.384 27.493
H -14.058 -2.895 27.394
H -14.256 -1.707 25.263
H -13.201 -3.056 24.942
Cl -6.839 -3.267 14.413
C -6.825 -2.348 15.944
C -7.704 -1.139 15.822
Cl -7.321 0.062 17.168
H -5.775 -2.012 15.974
H -7.003 -2.997 16.760
H -8.775 -1.360 15.913
H -7.519 -0.588 14.928
Cl -11.100 -4.353 22.089
C -11.963 -2.840 21.454
C -13.456 -2.995 21.569
Cl -14.187 -1.403 21.275
H -11.569 -2.692 20.446
H -11.677 -2.053 22.137
H -13.755 -3.346 22.580
H -13.927 -3.674 20.857
Cl -3.498 -2.033 18.933
C -4.347 -2.904 20.251
C -3.759 -4.290 20.337
Cl -4.703 -5.286 21.596
H -5.403 -2.976 20.000
H -4.283 -2.345 21.211
H -2.678 -4.295 20.594
H -3.895 -4.799 19.389
C -8.428 -4.100 25.241
C -7.882 -3.775 23.813
O -8.099 -2.401 23.483
C -8.054 -2.099 22.178
O -7.839 -2.888 21.231
O -8.061 -0.758 22.139
C -7.969 -0.152 20.792
H -9.468 -3.805 25.374
H -7.847 -3.698 26.088
H -8.311 -5.197 25.235
H -8.403 -4.447 23.164
H -6.777 -3.783 23.967
H -8.069 0.900 20.931
H -8.787 -0.464 20.173
H -7.080 -0.415 20.195
C -9.091 -6.336 27.882
C -9.237 -7.408 26.823
O -10.400 -8.220 27.226
C -10.597 -9.248 26.381
O -9.890 -9.521 25.456
O -11.682 -9.931 26.767
C -11.839 -11.167 26.037
H -8.196 -5.716 27.652
H -9.062 -6.883 28.837
H -9.977 -5.701 27.768
H -8.387 -8.092 26.639
H -9.495 -6.974 25.861
H -11.061 -11.852 26.271
H -11.742 -10.886 25.039
H -12.903 -11.455 26.182
C -10.729 1.579 22.876
C -11.982 1.325 22.039
O -12.678 2.524 21.829
C -13.582 2.955 22.743
O -13.893 2.410 23.770
O -14.043 4.142 22.314
C -14.920 4.923 23.149
H -10.113 0.727 22.669
H -10.751 1.605 23.972
H -10.236 2.478 22.479
H -12.611 0.555 22.449
H -11.582 0.973 21.065
H -15.586 4.278 23.711
H -15.561 5.495 22.500
H -14.335 5.575 23.768
C -5.546 2.191 27.508
C -5.031 0.997 28.352
O -5.057 -0.229 27.534
C -6.143 -0.784 26.991
O -6.111 -1.610 26.149
O -7.259 -0.087 27.458
C -8.525 -0.613 27.003
H -5.187 2.041 26.470
H -4.974 3.095 27.817
H -6.620 2.321 27.553
H -5.528 0.852 29.318
H -3.970 1.069 28.558
H -8.488 -1.268 26.136
H -9.127 0.213 26.746
H -8.998 -1.120 27.816
```

Atomic partial charges in e from the Mulliken method, atoms 1 to 8: Cl -0.163; C 1.326; C -0.444; Cl -0.190; H -0.435; H -0.795; H 0.340; H 0.382

Record 3
Formula: C2H5ClOS
Source: OMol25
Level of theory: ωB97M-V/def2-TZVPD

Summary:
energy relative to the best compared isomer or geometry (same formula, charge and spin) = 44.8 kcal/mol
2S+1 = 1
SMILES = CCOSCl
total charge = 0
max |F| = 4.78 eV/Å
DFT total energy = -27557.980 eV
orbital gap = 0.3220 hartree

XYZ file:
```
10
C2H5ClOS (ωB97M-V/def2-TZVPD)
C -0.356 -0.283 -1.148
C -0.376 -0.662 0.239
O 0.749 -0.236 0.916
S 1.329 1.617 0.571
Cl 1.348 2.152 2.531
H -0.204 0.790 -1.234
H 0.446 -0.794 -1.591
H -1.323 -0.640 -1.630
H -0.402 -1.683 0.569
H -1.213 -0.261 0.778
```

Atomic partial charges in e from the Mulliken method, atoms 1 to 8: C -1.062; C -0.085; O -0.391; S 0.160; Cl -0.108; H 0.316; H 0.310; H 0.297

Record 4
Formula: C36H32F3N4
Source: OMol25
Level of theory: ωB97M-V/def2-TZVPD

Summary:
2S+1 = 1
total charge = +1
max |F| = 1.89 eV/Å
DFT total energy = -51955.311 eV
orbital gap = 0.1162 hartree

XYZ file:
```
75
C36H32F3N4 (ωB97M-V/def2-TZVPD)
F 4.898 -2.621 -4.993
C 3.926 -2.350 -4.052
C 2.591 -2.346 -4.451
C 1.667 -1.949 -3.474
F 0.338 -1.902 -3.844
C 1.999 -1.647 -2.165
C 3.382 -1.676 -1.762
C 3.754 -1.174 -0.503
C 5.104 -1.141 -0.023
C 5.573 -0.048 0.765
C 6.894 0.027 1.181
C 7.789 -1.037 0.966
C 7.329 -2.138 0.241
F 8.154 -3.235 0.075
C 6.045 -2.191 -0.294
C 4.338 -2.083 -2.756
H 2.300 -2.594 -5.465
H 1.229 -1.346 -1.445
H 2.967 -0.678 0.058
H 4.871 0.754 0.987
H 7.239 0.921 1.699
H 8.812 -1.001 1.333
H 5.752 -3.068 -0.881
H 5.407 -2.117 -2.547
C -7.921 -1.970 1.126
C -7.336 -3.208 1.435
C -5.949 -3.286 1.643
C -5.136 -2.163 1.411
C -3.655 -2.238 1.805
N -3.020 -0.973 2.228
C -3.839 -0.100 3.056
C -3.157 1.204 3.392
N -2.642 1.754 2.157
C -2.201 3.129 2.219
C -2.078 3.648 0.802
N -1.183 2.786 0.062
C -0.746 3.328 -1.221
C 0.686 3.012 -1.568
C 1.020 2.734 -2.898
C 2.305 2.313 -3.222
C 3.269 2.185 -2.218
C 2.950 2.502 -0.894
C 1.693 3.036 -0.597
C -1.171 1.431 0.279
C -0.399 0.498 -0.474
N -0.073 -0.715 0.017
C -0.836 -1.225 1.000
C -1.909 -0.474 1.585
C -1.897 0.917 1.366
C -5.722 -1.029 0.841
C -7.108 -0.854 0.916
H -9.005 -1.881 1.048
H -7.972 -4.092 1.565
H -5.511 -4.218 2.023
H -3.573 -2.965 2.634
H -3.048 -2.637 0.980
H -4.748 0.133 2.483
H -4.179 -0.634 3.957
H -3.852 1.935 3.820
H -2.349 1.066 4.121
H -2.936 3.711 2.799
H -1.205 3.159 2.720
H -3.054 3.686 0.287
H -1.633 4.650 0.803
H -1.424 3.002 -2.028
H -0.844 4.412 -1.142
H 0.258 2.842 -3.666
H 2.574 2.097 -4.257
H 4.285 1.871 -2.461
H 3.678 2.367 -0.083
H 1.502 3.462 0.388
H -0.049 0.757 -1.489
H -0.592 -2.234 1.331
H -5.094 -0.239 0.443
H -7.535 0.145 0.827
```

Atomic partial charges in e from the Mulliken method, atoms 1 to 8: F -0.294; C 0.115; C -0.754; C 0.284; F -0.296; C -0.505; C 0.311; C 0.215

Record 5
Formula: C2H4NOP
Source: OMol25
Level of theory: ωB97M-V/def2-TZVPD

Summary:
energy relative to the best compared isomer or geometry (same formula, charge and spin) = 34.6 kcal/mol
2S+1 = 3
total charge = 0
max |F| = 2.82 eV/Å
DFT total energy = -14959.902 eV
orbital gap (spin up / spin down) = 0.2819 / 0.2453 hartree

XYZ file:
```
9
C2H4NOP (ωB97M-V/def2-TZVPD)
C -1.888 -1.791 -1.097
C -0.185 0.586 -0.357
N -3.012 -1.787 -1.294
O 0.372 -1.467 0.937
P 0.426 -1.182 -0.689
H 0.544 0.976 0.444
H -1.246 0.465 0.141
H -0.278 1.108 -1.313
H -0.244 -2.134 1.152
```

Atomic partial charges in e from the Mulliken method, atoms 1 to 8: C -0.076; C -0.768; N -0.382; O -0.403; P 0.352; H 0.294; H 0.297; H 0.340

Record 6
Formula: C23H50HgNO9S4
Source: OMol25
Level of theory: ωB97M-V/def2-TZVPD

Summary:
energy relative to the best compared isomer or geometry (same formula, charge and spin) = 156.9 kcal/mol
2S+1 = 1
total charge = +1
max |F| = 3.18 eV/Å
DFT total energy = -92077.830 eV
orbital gap = 0.0522 hartree

XYZ file:
```
88
C23H50HgNO9S4 (ωB97M-V/def2-TZVPD)
Hg 1.280 -2.392 -6.515
C 0.800 0.794 -2.194
O 1.337 -0.303 -2.835
H 0.536 1.548 -2.935
H -0.074 0.646 -1.561
H 1.586 1.235 -1.581
C -3.269 3.252 3.057
C -3.663 3.195 4.562
N -3.483 1.826 5.075
C -4.011 0.736 4.312
C -5.578 0.711 4.147
C -3.937 1.789 6.473
C -2.972 2.538 7.376
H -3.286 4.316 2.821
H -4.086 2.895 2.429
H -2.296 2.871 2.749
H -3.056 3.913 5.113
H -4.708 3.471 4.707
H -3.502 0.616 3.356
H -3.640 -0.150 4.829
H -5.984 1.562 3.600
H -5.830 -0.161 3.544
H -6.005 0.657 5.149
H -3.988 0.768 6.849
H -4.980 2.099 6.545
H -3.276 2.393 8.412
H -3.002 3.619 7.238
H -1.923 2.395 7.116
C 1.433 8.134 -1.397
C 2.992 8.009 -1.530
C 3.355 8.413 -2.956
S 2.126 9.732 -3.466
O 1.304 9.177 -4.567
O 2.618 11.130 -3.484
C 1.126 9.548 -1.910
H 1.123 8.041 -0.356
H 0.859 7.466 -2.039
H 3.250 6.955 -1.424
H 3.510 8.515 -0.715
H 3.370 7.500 -3.552
H 4.349 8.849 -3.055
H 0.066 9.781 -2.015
H 1.556 10.184 -1.136
C 7.540 -1.612 -1.495
C 7.800 -3.066 -1.144
C 7.297 -3.975 -2.254
S 7.521 -2.964 -3.866
O 6.159 -2.761 -4.381
O 8.637 -3.412 -4.753
C 8.009 -1.462 -2.971
H 8.107 -0.969 -0.822
H 6.494 -1.409 -1.264
H 7.317 -3.346 -0.207
H 8.877 -3.222 -1.085
H 6.207 -3.982 -2.289
H 7.719 -4.976 -2.345
H 7.673 -0.605 -3.556
H 9.097 -1.417 -3.028
C -6.951 -3.862 -5.286
C -6.518 -3.120 -3.972
C -5.237 -3.840 -3.478
S -4.455 -4.683 -5.037
O -4.638 -6.154 -4.911
O -3.137 -4.130 -5.274
C -5.730 -4.031 -6.202
H -7.719 -3.369 -5.882
H -7.367 -4.838 -5.036
H -7.313 -3.103 -3.225
H -6.279 -2.087 -4.225
H -5.405 -4.674 -2.797
H -4.499 -3.204 -2.989
H -5.833 -4.684 -7.068
H -5.451 -3.050 -6.588
C 1.646 -4.198 3.806
C 0.791 -5.269 4.474
C 1.200 -6.600 3.784
S 1.429 -6.224 1.974
O 0.212 -6.638 1.245
O 2.725 -6.579 1.511
C 1.555 -4.386 2.320
H 2.673 -4.389 4.120
H 1.379 -3.204 4.165
H -0.280 -5.073 4.411
H 0.968 -5.359 5.545
H 0.558 -7.472 3.905
H 2.171 -6.907 4.172
H 0.609 -3.947 2.004
H 2.411 -4.017 1.755
```

Atomic partial charges in e from the Mulliken method, atoms 1 to 8: Hg 0.421; C -0.351; O -0.167; H 0.288; H 0.240; H 0.279; C -1.382; C -0.283

Record 7
Formula: C35H28ClGeIrN4O2S2
Source: OMol25
Level of theory: ωB97M-V/def2-TZVPD

Summary:
energy relative to the best compared isomer or geometry (same formula, charge and spin) = 0.0 kcal/mol
2S+1 = 5
total charge = -2
max |F| = 0.74 eV/Å
DFT total energy = -140350.481 eV
orbital gap (spin up / spin down) = 0.1260 / 0.2100 hartree

XYZ file:
```
74
C35H28ClGeIrN4O2S2 (ωB97M-V/def2-TZVPD)
Ir -1.158 -0.900 -2.697
S 0.861 -4.360 -4.632
C -0.703 -4.228 -5.379
C -1.441 -3.215 -4.829
C -0.770 -2.510 -3.804
C 0.509 -3.026 -3.568
C 1.303 -2.509 -2.526
C 2.560 -3.004 -2.075
C 3.117 -2.528 -0.926
C 2.408 -1.547 -0.175
C 1.192 -1.037 -0.674
N 0.686 -1.456 -1.860
H -0.963 -4.887 -6.189
H -2.445 -2.974 -5.150
H 3.050 -3.774 -2.658
H 4.071 -2.902 -0.575
H 2.789 -1.182 0.767
H -0.386 0.382 -0.494
S -3.604 1.246 -2.211
C -2.350 2.030 -1.261
N -1.132 2.245 -1.868
C -0.124 2.920 -1.189
C -0.361 3.329 0.088
C -1.605 3.049 0.666
N -2.598 2.393 -0.042
H -0.927 1.869 -2.801
H 0.794 3.074 -1.735
H 0.405 3.854 0.643
H -1.852 3.344 1.677
N -3.833 -0.732 -4.176
C -2.918 -0.443 -3.393
H -4.662 -0.150 -4.201
C 0.449 -0.073 0.033
Ge 0.490 0.279 1.916
C 1.304 -1.181 2.950
C 0.858 -2.488 2.745
C 1.304 -3.526 3.546
C 2.206 -3.275 4.574
C 2.661 -1.984 4.789
C 2.208 -0.945 3.982
C -1.359 0.349 2.557
C -2.421 0.000 1.726
C -3.723 -0.016 2.207
C -3.980 0.303 3.531
C -2.930 0.639 4.378
C -1.632 0.657 3.891
C 1.434 1.930 2.405
C 0.784 3.018 2.985
C 1.455 4.213 3.211
C 2.789 4.341 2.851
C 3.452 3.266 2.276
C 2.777 2.074 2.055
H 0.166 -2.695 1.936
H 0.951 -4.534 3.367
H 2.553 -4.086 5.204
H 3.370 -1.782 5.584
H 2.570 0.063 4.158
H -2.247 -0.244 0.686
H -4.534 -0.262 1.534
H -4.997 0.293 3.906
H -3.125 0.889 5.415
H -0.816 0.906 4.563
H -0.264 2.937 3.247
H 0.930 5.052 3.653
H 3.304 5.282 2.999
H 4.491 3.360 1.986
H 3.301 1.246 1.589
Cl 0.425 -0.440 -7.397
C -0.832 0.087 -6.224
C -0.288 1.167 -5.278
O 0.026 2.253 -5.754
O -0.234 0.847 -4.046
H -1.152 -0.796 -5.682
H -1.645 0.506 -6.812
```

Atomic partial charges in e from the Mulliken method, atoms 1 to 8: Ir 0.945; S -0.358; C -0.509; C -0.309; C -0.141; C -0.247; C 0.780; C -0.657

Record 8
Formula: C15H18Cl2F16O3
Source: OMol25
Level of theory: ωB97M-V/def2-TZVPD

Summary:
2S+1 = 1
SMILES = FC(F)C(F)(F)COC(F)(F)C(F)F.FC(F)C(F)(F)COC(F)(F)C(F)F.C1CCOC1.ClCCl
total charge = 0
max |F| = 3.39 eV/Å
DFT total energy = -90513.198 eV
orbital gap = 0.3811 hartree

XYZ file:
```
54
C15H18Cl2F16O3 (ωB97M-V/def2-TZVPD)
F -1.696 -2.194 0.697
C -1.778 -2.218 2.049
F -2.803 -1.409 2.438
C -1.819 -3.661 2.604
F -0.756 -4.282 2.058
F -2.963 -4.214 2.077
C -1.848 -3.777 4.115
O -0.755 -3.010 4.618
C -1.064 -2.002 5.521
F -1.752 -1.013 4.910
F -1.801 -2.518 6.508
C 0.279 -1.459 5.993
F 1.197 -1.147 5.017
F 0.250 -0.410 6.848
H -0.887 -1.717 2.447
H -1.757 -4.842 4.331
H -2.799 -3.407 4.494
H 0.787 -2.304 6.481
F 1.449 -2.055 0.861
C 1.743 -0.983 0.078
F 0.632 -0.500 -0.515
C 2.395 0.155 0.909
F 3.535 -0.335 1.468
F 1.605 0.680 1.864
C 2.791 1.296 0.017
O 3.533 0.905 -1.126
C 3.256 1.432 -2.394
F 2.206 0.718 -2.866
F 2.980 2.742 -2.340
C 4.510 1.201 -3.245
F 4.805 -0.120 -3.346
F 4.328 1.617 -4.525
H 2.471 -1.356 -0.647
H 3.289 2.059 0.618
H 1.902 1.813 -0.355
H 5.371 1.758 -2.870
C -2.204 3.590 -3.988
C -1.162 4.037 -2.938
C -1.501 3.216 -1.719
O -2.013 2.003 -2.213
C -2.557 2.169 -3.525
H -1.770 3.507 -4.983
H -3.066 4.254 -3.986
H -1.286 5.085 -2.657
H -0.175 3.859 -3.361
H -2.217 3.734 -1.073
H -0.561 3.070 -1.181
H -3.627 1.968 -3.624
H -2.029 1.390 -4.082
Cl -0.725 -1.597 -4.662
C -1.354 -1.338 -3.013
Cl -1.367 -2.798 -2.006
H -0.828 -0.494 -2.584
H -2.394 -1.099 -3.201
```

Atomic partial charges in e from the Mulliken method, atoms 1 to 8: F -0.100; C 0.104; F -0.310; C 1.050; F -0.269; F -0.334; C -0.889; O -0.392

Q: Which formula does entry 5 have?
A: C2H4NOP